# 1
{
  "formula": "C17H10CsFO6S",
  "method": "ωB97M-V/def2-TZVPD",
  "spin_multiplicity": 1,
  "charge": -2,
  "homo_ha": -0.008,
  "energy_ha": -1623.5078,
  "largest_force_ha_per_bohr": 0.0025,
  "gap_ha": 0.14990,
  "species": ["C", "C", "H", "H", "C", "C", "O", "C", "C", "C", "C", "O", "C", "C", "C", "H", "S", "O", "C", "C", "F", "C", "H", "C", "H", "H", "H", "H", "C", "Cs", "C", "O", "O", "O", "H", "H"],
  "positions_angstrom": [[0.93312, -1.64808, -3.43982], [-3.45068, 0.54983, 1.27579], [0.24732, -2.37668, -3.02326], [3.76335, -7.13404, -4.35506], [-3.49950, 1.03411, -0.10280], [2.37803, -6.18857, -3.01349], [-6.82367, -0.21600, 0.35310], [2.71700, 0.23719, -4.42101], [-5.65105, 0.13742, 0.43477], [2.15745, -1.45078, -2.82335], [2.06160, -5.03442, -2.30502], [-2.44678, 0.58501, 2.02694], [1.49174, 0.04751, -5.04816], [3.04801, -0.50165, -3.29376], [2.88601, -3.92436, -2.38688], [3.40105, 0.99218, -4.78971], [2.54560, -2.42479, -1.35702], [1.24000, -2.81126, -0.73761], [4.34924, -5.12169, -3.87806], [-4.84796, 0.78271, -0.64455], [2.45254, -0.42512, -0.42796], [4.03521, -3.97388, -3.16807], [1.22367, 0.64856, -5.90837], [3.51893, -6.23542, -3.80124], [5.23994, -5.15027, -4.49507], [-0.37252, -1.01909, -5.01795], [1.72825, -7.05375, -2.95046], [4.67852, -3.10160, -3.22919], [-4.77038, -0.00323, 1.63061], [-0.36212, -0.22572, 0.11313], [0.59565, -0.88918, -4.55094], [-5.09843, -0.48574, 2.71577], [-2.54661, 1.55832, -0.72660], [-5.25053, 1.06026, -1.77546], [3.96176, -0.31273, -2.74612], [1.17630, -4.96665, -1.68423]],
  "mulliken_charge": [-0.3992, 0.5288, 0.4837, 0.3461, 0.4666, -0.4883, -0.7433, -0.4859, 0.4707, 0.0411, -0.2477, -0.8739, -0.3769, -0.1782, 0.3384, 0.3511, 0.4494, -0.6684, -0.5662, 0.2987, -0.8103, -0.4493, 0.3603, -0.3669, 0.3486, 0.3638, 0.3516, 0.2986, 0.2850, 0.9676, -0.5609, -0.7616, -0.8909, -0.7609, 0.4339, 0.4449]
}

---

# 2
{
  "formula": "C17H11BF4FeN4O9S2",
  "method": "ωB97M-V/def2-TZVPD",
  "spin_multiplicity": 6,
  "charge": -1,
  "homo_ha": [-0.230, -0.227],
  "energy_ha": -4035.2143,
  "largest_force_ha_per_bohr": 0.0710,
  "gap_ha": [0.29564, 0.20493],
  "species": ["C", "N", "O", "O", "C", "C", "C", "H", "C", "C", "F", "O", "H", "C", "S", "H", "H", "C", "B", "C", "F", "C", "N", "S", "C", "H", "H", "O", "C", "O", "H", "H", "O", "O", "O", "N", "N", "F", "H", "C", "H", "C", "F", "Fe", "H", "C", "O", "C", "C"],
  "positions_angstrom": [[4.68000, -1.69298, 0.34981], [-2.89802, 0.19590, 0.97831], [-4.91776, -0.33040, 2.56934], [-0.89788, -0.76970, 1.43785], [-3.70769, -2.59558, 5.11410], [2.94359, -3.12627, -1.24092], [4.23410, -3.55925, -1.11527], [-4.00399, 1.88597, -3.52923], [-1.92986, -2.21355, 3.56047], [-4.52384, -1.75041, 4.39313], [2.20172, 1.37827, -2.86329], [1.94277, 0.59834, 0.72529], [-4.43536, 0.05636, 1.80231], [-2.12413, -0.61531, 1.69315], [-2.25586, 2.57420, -2.03145], [5.35850, -1.15103, 0.99415], [4.58106, -4.45407, -1.60877], [-2.41020, -2.85104, 4.68495], [0.96998, 1.92192, -3.01978], [-2.97992, 1.59883, -0.79506], [0.38910, 1.62717, -4.20970], [-4.90946, 3.04174, -1.93492], [1.98364, -3.89483, -2.01734], [-4.75368, 1.73532, -0.65997], [3.38642, -1.23916, 0.21717], [-3.69339, 3.63278, -3.63285], [-4.78689, 4.01232, -1.45046], [1.22439, -1.62198, -0.76554], [5.12121, -2.83342, -0.31532], [1.91183, -3.68463, -3.20264], [-0.91936, -2.38037, 3.21496], [-1.78460, -3.54504, 5.22719], [6.79992, -4.28224, -0.77051], [3.81867, 0.37688, 1.88801], [7.21068, -2.63729, 0.54739], [6.46299, -3.27543, -0.16947], [-2.27949, 0.85391, -0.02427], [0.11420, 1.25035, -1.94583], [-4.08720, -3.07546, 6.00567], [-4.06169, -1.11554, 3.23967], [-5.54034, -1.55149, 4.69556], [2.44506, -1.94132, -0.60113], [0.93198, 3.25459, -2.75971], [0.24235, 0.07979, -0.13406], [-5.90833, 2.96543, -2.36297], [-3.82437, 2.79511, -2.95303], [1.32532, -4.70923, -1.40986], [-2.73222, -1.32785, 2.83486], [3.03965, 0.02000, 1.02406]],
  "mulliken_charge": [-0.5803, -0.2048, -0.6776, -0.8720, -0.3568, -0.1225, -0.2744, 0.3167, -0.6326, -0.6455, -0.3629, -0.4744, 0.6338, 0.9001, -0.0407, 0.6130, 0.5431, -0.6913, 0.2835, 0.1718, -0.3273, -0.4870, 0.8935, -0.1458, 0.0023, 0.3830, 0.2916, -0.8529, -0.3756, -0.5721, 0.3917, 0.4052, -0.6589, -0.6612, -0.6327, 1.0195, -0.5684, -0.1637, 0.3669, 0.3060, 0.4048, 1.2552, -0.3538, 1.7356, 0.3561, -0.6445, -0.5791, 0.3271, 0.3585]
}

---

# 3
{
  "formula": "C17H11GaN5OS4SbSe",
  "method": "ωB97M-V/def2-TZVPD",
  "spin_multiplicity": 2,
  "charge": -1,
  "homo_ha": [-0.114, -0.173],
  "energy_ha": -7162.8471,
  "largest_force_ha_per_bohr": 0.0150,
  "gap_ha": [0.17262, 0.23847],
  "species": ["C", "H", "H", "N", "Sb", "C", "C", "N", "C", "C", "H", "C", "H", "S", "S", "C", "C", "H", "C", "N", "H", "C", "C", "H", "Ga", "H", "C", "C", "C", "N", "Se", "N", "O", "C", "H", "H", "C", "C", "S", "S", "H"],
  "positions_angstrom": [[-2.70782, -3.24539, -0.64941], [-0.38653, -5.40324, -2.75628], [1.10412, 2.67797, -1.20795], [0.77763, 1.78699, 0.60956], [0.01473, 0.13231, -3.10931], [1.84228, 4.05019, 1.80193], [1.45896, 3.01687, 4.04811], [-0.08821, -0.33284, 1.97351], [-2.39242, -5.18778, -2.00135], [-0.58590, -3.69228, -1.52263], [-0.85465, -2.38798, 4.50359], [-0.01195, -0.40881, 4.76611], [-0.87175, -2.22071, 2.03740], [1.65956, -0.63825, -1.43360], [0.83246, 1.90238, -4.24677], [1.74464, 3.94923, 0.42087], [0.40190, 0.74597, 2.68578], [0.01740, -0.43653, 5.84765], [0.44535, 0.71624, 4.11547], [1.93044, 4.01648, 4.75662], [2.26056, 4.93073, 2.27274], [1.40096, 3.00956, 2.60645], [-1.06686, -4.83257, -2.14199], [-2.78318, -6.07736, -2.47572], [-0.03398, -0.05989, -0.04512], [2.08340, 4.74404, -0.22672], [-0.49771, -1.48959, 4.02235], [0.86050, 1.85568, 1.96728], [-3.22772, -4.36320, -1.25237], [1.06748, 1.96475, 6.10660], [1.78910, 3.55520, 6.47644], [-1.39625, -2.95326, -0.75324], [-0.92277, -1.95780, -0.05618], [-0.51089, -1.40100, 2.64102], [0.44488, -3.37762, -1.56529], [-3.28360, -2.54650, -0.06367], [0.97925, 1.87404, 4.80191], [1.19968, 2.79135, -0.13145], [-0.85971, -1.68481, -4.17849], [-1.59755, 0.86160, -1.39529], [-4.27861, -4.58312, -1.13320]],
  "mulliken_charge": [0.0086, 0.3876, 0.1572, 0.0486, 0.6266, -0.3075, 0.9767, 0.0120, -0.1136, -0.0178, 0.4076, -0.2597, 0.3824, -0.5098, -0.6658, -1.2170, -0.0173, 0.5188, -0.0490, -0.9041, 0.5069, -0.1978, -0.7732, 0.3748, 0.8663, 0.4211, -1.1104, -0.3624, -0.7927, -0.8887, 0.1444, 0.2979, -0.3433, 0.0704, 0.4170, 0.4356, 0.9107, 0.3285, -0.6650, -0.4775, 0.3732]
}